(1)
Below is a cluster of 3 separate species, C39H32O6 in total in a non-equilibrium geometry, with properties calculated with the ωB97M-V functional and the def2-TZVPD basis.

Summary:
HOMO level   -8.9 eV
Structure (SMILES)   O=C1c2ccccc2C(=O)c2ccccc21.O=C1c2ccccc2C(=O)c2ccccc21.COCCOCCc1ccccc1
Total energy   -1956.75444 a.u.
M   596.7 g mol⁻¹
Lowest unoccupied orbital energy   -1.09 eV
Net charge   0

Geometry as XYZ:
```
77
C39H32O6 | the Open Molecules 2025 dataset | the ωB97M-V functional and the def2-TZVPD basis
O 2.675 4.994 0.172
C 3.547 4.223 -0.182
C 3.237 2.794 -0.433
C 1.930 2.339 -0.281
C 1.621 1.014 -0.551
C 2.616 0.136 -0.975
C 3.924 0.581 -1.110
C 4.240 1.909 -0.834
C 5.644 2.370 -0.965
O 6.527 1.588 -1.263
C 5.951 3.804 -0.734
C 7.258 4.258 -0.889
C 7.550 5.602 -0.707
C 6.538 6.497 -0.372
C 5.238 6.046 -0.203
C 4.940 4.697 -0.379
H 1.150 3.017 0.043
H 0.602 0.664 -0.436
H 2.370 -0.896 -1.197
H 4.696 -0.106 -1.436
H 8.047 3.566 -1.154
H 8.568 5.955 -0.832
H 6.767 7.549 -0.240
H 4.454 6.747 0.061
O 1.851 -3.656 -0.723
C 1.508 -4.763 -0.354
C 0.614 -5.597 -1.196
C 0.184 -5.113 -2.428
C -0.620 -5.901 -3.239
C -0.995 -7.176 -2.824
C -0.582 -7.655 -1.590
C 0.218 -6.866 -0.769
C 0.640 -7.382 0.557
O 0.251 -8.464 0.952
C 1.549 -6.556 1.390
C 1.982 -7.041 2.621
C 2.858 -6.292 3.392
C 3.307 -5.055 2.937
C 2.867 -4.561 1.718
C 1.983 -5.307 0.942
H 0.478 -4.124 -2.757
H -0.951 -5.525 -4.200
H -1.612 -7.795 -3.465
H -0.881 -8.646 -1.268
H 1.639 -8.006 2.977
H 3.197 -6.674 4.348
H 3.999 -4.475 3.537
H 3.217 -3.597 1.370
C -8.971 2.840 -1.012
O -8.742 1.757 -0.115
C -7.775 2.076 0.887
C -6.279 1.923 0.398
O -5.907 0.555 0.610
C -4.592 0.332 0.042
C -3.536 0.624 1.177
C -2.720 1.945 1.002
C -2.213 2.603 2.216
C -1.459 3.852 2.029
C -1.203 4.452 0.738
C -1.706 3.791 -0.458
C -2.437 2.544 -0.312
H -9.101 3.835 -0.503
H -9.897 2.611 -1.608
H -8.109 2.926 -1.736
H -7.900 1.321 1.714
H -7.992 3.108 1.268
H -5.638 2.648 0.972
H -6.264 2.222 -0.684
H -4.500 -0.713 -0.368
H -4.516 1.014 -0.842
H -4.093 0.710 2.152
H -2.802 -0.223 1.311
H -2.367 2.188 3.236
H -1.092 4.348 2.962
H -0.622 5.389 0.615
H -1.561 4.182 -1.489
H -2.797 2.021 -1.233
```



(2)
Below is a cluster of 8 separate species, C24H53N2O21S in total, with properties calculated with the ωB97M-V functional and the def2-TZVPD basis.

Summary:
HOMO level   -12.1 eV
Total energy   -3033.78120 a.u.
M   737.7 g mol⁻¹
Lowest unoccupied orbital energy   -4.00 eV
Net charge   +1

Geometry as XYZ:
```
101
C24H53N2O21S | the Open Molecules 2025 dataset | the ωB97M-V functional and the def2-TZVPD basis
N -3.338 -0.211 1.208
C -2.856 0.947 0.465
C -1.699 1.587 1.232
C -1.239 2.880 0.554
N -1.109 4.046 1.536
S -2.020 5.511 1.068
H -3.982 -0.735 0.627
H -3.894 0.098 1.999
H -3.625 1.707 0.274
H -2.477 0.607 -0.502
H -1.983 1.759 2.277
H -0.866 0.882 1.242
H -1.960 3.189 -0.204
H -0.274 2.766 0.066
H -1.408 3.746 2.465
H -0.133 4.333 1.604
H -2.970 5.471 2.009
C -7.211 4.847 5.816
O -5.896 5.218 6.263
C -4.925 4.969 5.414
O -5.026 4.473 4.316
O -3.762 5.361 5.958
C -2.656 5.081 5.118
H -7.878 5.118 6.626
H -7.472 5.393 4.913
H -7.259 3.776 5.630
H -2.791 5.590 4.163
H -2.567 4.005 4.954
H -1.767 5.454 5.617
C -3.335 4.644 -3.287
O -2.967 3.855 -4.415
C -2.352 2.723 -4.066
O -2.094 2.400 -2.926
O -2.078 2.030 -5.153
C -1.395 0.789 -4.919
H -3.804 5.550 -3.656
H -4.030 4.096 -2.653
H -2.440 4.887 -2.714
H -1.997 0.128 -4.300
H -0.430 0.969 -4.448
H -1.243 0.338 -5.894
C 5.420 0.694 -4.931
O 4.996 1.965 -5.438
C 3.686 2.166 -5.378
O 2.869 1.390 -4.945
O 3.420 3.371 -5.877
C 2.033 3.716 -5.879
H 6.499 0.666 -5.038
H 5.158 0.595 -3.879
H 4.974 -0.116 -5.504
H 1.640 3.723 -4.863
H 1.463 3.017 -6.487
H 1.973 4.711 -6.306
C -2.412 -1.743 4.365
O -3.621 -2.477 4.168
C -4.174 -2.928 5.302
O -3.741 -2.743 6.408
O -5.264 -3.614 4.983
C -5.941 -4.208 6.102
H -2.090 -1.436 3.374
H -2.596 -0.866 4.987
H -1.649 -2.361 4.835
H -6.264 -3.441 6.802
H -5.287 -4.918 6.603
H -6.799 -4.722 5.682
C -2.493 -9.114 7.067
O -3.247 -8.058 6.458
C -2.731 -7.603 5.320
O -1.724 -7.994 4.791
O -3.524 -6.633 4.862
C -3.090 -6.049 3.630
H -3.034 -9.373 7.972
H -2.436 -9.974 6.403
H -1.490 -8.774 7.312
H -3.058 -6.790 2.834
H -2.106 -5.598 3.745
H -3.824 -5.282 3.399
C 2.868 -2.295 -4.979
O 3.207 -3.138 -6.081
C 3.824 -4.269 -5.733
O 4.097 -4.599 -4.608
O 4.083 -4.961 -6.837
C 4.749 -6.209 -6.611
H 2.383 -1.419 -5.398
H 2.185 -2.803 -4.300
H 3.761 -1.992 -4.437
H 4.139 -6.861 -5.990
H 5.712 -6.046 -6.132
H 4.887 -6.647 -7.594
C 11.368 0.312 -1.949
O 10.961 1.597 -2.436
C 9.654 1.819 -2.378
O 8.821 1.053 -1.964
O 9.413 3.039 -2.860
C 8.033 3.405 -2.840
H 12.447 0.287 -2.063
H 11.097 0.197 -0.902
H 10.910 -0.481 -2.535
H 7.653 3.417 -1.820
H 7.443 2.716 -3.441
H 7.978 4.402 -3.265
```



(3)
Below is a structure of composition C21H35Cl2DyN4O3S in a non-equilibrium geometry, with properties calculated with the ωB97M-V functional and the def2-TZVPD basis.

Summary:
HOMO level (spin up / spin down)   -7.5 / -7.5 eV
Total energy   -3469.77825 a.u.
Multiplicity   6
M   657.0 g mol⁻¹
Lowest unoccupied orbital energy (spin up / spin down)   0.19 / 0.19 eV
Net charge   0

Geometry as XYZ:
```
67
C21H35Cl2DyN4O3S | the Open Molecules 2025 dataset | the ωB97M-V functional and the def2-TZVPD basis
O -1.877 0.307 -1.142
C -2.704 -0.582 -1.703
C -4.062 -0.636 -0.990
C -4.190 -0.217 0.333
H -3.312 0.171 0.859
C -5.422 -0.310 0.994
H -5.488 0.015 2.040
C -6.544 -0.809 0.323
H -7.505 -0.883 0.843
C -6.426 -1.207 -1.016
H -7.299 -1.592 -1.553
C -5.194 -1.113 -1.665
H -5.082 -1.428 -2.705
H -2.935 -0.337 -2.767
C -1.103 -2.251 -3.040
C -1.989 -2.069 -1.847
H -1.351 -3.198 -3.540
H -0.034 -2.287 -2.793
H -1.277 -1.444 -3.754
C -2.487 -3.094 -1.131
C -2.079 -4.533 -1.253
H -3.317 -2.946 -0.435
H -2.942 -5.173 -1.492
H -1.684 -4.902 -0.298
H -1.311 -4.717 -2.017
Dy 0.056 -0.588 -0.056
Cl -0.918 -0.657 2.359
Cl 0.836 -3.027 -0.175
C 2.423 -1.021 2.027
O 2.182 -0.210 1.087
N 3.618 -1.302 2.529
C 4.846 -0.669 2.047
C 3.789 -2.371 3.514
H 1.584 -1.575 2.480
H 4.615 0.008 1.222
H 5.552 -1.444 1.720
H 5.326 -0.116 2.868
H 2.805 -2.803 3.717
H 4.214 -1.978 4.449
H 4.461 -3.148 3.136
H 3.522 0.957 -4.138
H 1.924 3.077 -4.863
C 2.578 0.420 -4.289
C 1.097 2.359 -4.779
N 1.449 1.256 -3.891
H 2.578 -0.499 -3.704
C 0.861 1.099 -2.711
O 1.166 0.169 -1.913
H 0.212 2.866 -4.380
H 0.073 1.827 -2.452
H 2.480 0.199 -5.354
H 0.879 1.974 -5.785
S -0.293 2.479 0.453
C 0.673 2.926 1.789
N 0.796 2.137 2.878
C 1.944 2.301 3.758
C 2.036 3.761 4.183
C 2.020 4.693 2.987
N 1.362 4.089 1.818
H 0.337 1.218 2.808
H 2.872 2.008 3.239
H 1.804 1.639 4.618
H 2.948 3.911 4.764
H 1.186 4.004 4.828
H 3.043 4.967 2.707
H 1.501 5.626 3.245
H 1.180 4.676 1.011
```



(4)
Below is a structure of composition C34H25IrN4O7, with properties calculated with the ωB97M-V functional and the def2-TZVPD basis.

Summary:
HOMO level (spin up / spin down)   -6.1 / -7.8 eV
ΔE to the lowest compared entry with this formula, charge and spin   8.7 kcal per mole
Total energy   -2160.59511 a.u.
Multiplicity   5
M   793.8 g mol⁻¹
Lowest unoccupied orbital energy (spin up / spin down)   0.44 / -2.26 eV
Net charge   0

Geometry as XYZ:
```
71
C34H25IrN4O7 | the Open Molecules 2025 dataset | the ωB97M-V functional and the def2-TZVPD basis
Ir 0.216 -0.156 -0.688
C -1.345 -2.013 -3.350
O -1.472 -1.125 -2.248
C -2.718 -0.767 -1.861
C -3.873 -1.152 -2.522
C -5.111 -0.701 -2.084
C -5.194 0.145 -0.986
C -4.048 0.532 -0.322
C -2.786 0.074 -0.732
N -1.622 0.404 -0.068
N -1.835 1.433 0.797
C -0.890 2.004 1.532
C 0.405 1.472 1.894
O 0.836 0.379 1.401
C 1.230 2.192 2.817
C 0.867 3.399 3.311
C -0.386 3.990 2.941
C -0.759 5.253 3.427
C -1.959 5.823 3.074
C -2.829 5.137 2.221
C -2.485 3.898 1.735
C -1.260 3.298 2.079
H -1.747 -1.549 -4.254
H -1.870 -2.948 -3.142
H -0.281 -2.194 -3.456
H -3.813 -1.800 -3.384
H -6.003 -1.014 -2.608
H -6.153 0.503 -0.642
H -4.099 1.174 0.544
H 2.174 1.730 3.069
H 1.517 3.939 3.985
H -0.081 5.773 4.092
H -2.230 6.797 3.456
H -3.777 5.579 1.946
H -3.152 3.364 1.074
O 2.195 -0.223 -0.843
C 3.055 0.715 -0.554
C 4.366 0.310 -0.239
C 5.335 1.229 0.083
C 5.042 2.595 0.108
C 3.770 3.011 -0.214
C 2.766 2.096 -0.557
C 1.457 2.561 -0.972
N 0.423 1.808 -1.330
C -0.598 2.655 -1.697
C -0.175 3.935 -1.574
N 1.119 3.860 -1.121
H 4.572 -0.751 -0.252
H 6.331 0.889 0.327
H 5.801 3.316 0.374
H 3.557 4.072 -0.197
H -1.551 2.282 -2.022
H -0.668 4.869 -1.753
H 1.715 4.639 -0.905
O 1.046 -2.336 -2.014
C 0.744 -2.805 -0.917
O 0.162 -2.092 -0.007
C 1.010 -4.227 -0.564
C 1.906 -4.952 -1.335
C 2.196 -6.288 -1.050
C 1.537 -6.844 0.018
O 1.645 -8.116 0.509
C 0.670 -8.217 1.542
O 0.152 -6.918 1.794
C 0.638 -6.121 0.788
C 0.355 -4.806 0.533
H 2.379 -4.456 -2.171
H 2.902 -6.858 -1.633
H 1.145 -8.599 2.447
H -0.141 -8.876 1.208
H -0.322 -4.228 1.141
```